Formula: C39H47BrGeN3Se3Y
Source: OMol25
Level of theory: ωB97M-V/def2-TZVPD

Each line ends with the Löwdin charge.
CARTESIAN COORDINATES (ANGSTROEM)
Y 0.59352 1.00647 -0.17704  1.086
C -2.83434 2.79676 -2.92002  -0.021
C -3.40650 1.69927 -3.55025  -0.002
C -2.73598 0.49138 -3.51672  0.008
C -1.53467 0.39285 -2.82253  -0.269
N -1.02733 1.42970 -2.12793  -0.001
C -1.66110 2.61077 -2.22231  -0.201
C -0.64660 -0.79048 -2.98506  -0.218
C -0.28788 -1.08165 -4.30004  -0.029
C 0.66062 -2.05078 -4.58501  -0.030
C 1.27047 -2.73467 -3.54713  -0.038
C 0.88202 -2.47914 -2.24120  -0.157
C -0.08484 -1.51587 -1.92055  -0.300
H -3.29063 3.77518 -2.97349  0.125
H -4.34341 1.79475 -4.08264  0.129
H -3.12091 -0.37711 -4.03368  0.136
H -1.17915 3.44930 -1.73616  0.045
H -0.74011 -0.52084 -5.10934  0.127
H 0.92345 -2.26477 -5.61237  0.122
H 2.01952 -3.48789 -3.75112  0.121
H 1.30950 -3.08757 -1.45488  0.063
Br 2.70459 -1.14621 0.09383  0.867
C 3.32680 -0.58564 1.83522  -0.540
C 4.41242 -1.25077 2.31683  -0.109
C 4.87495 -0.94208 3.61155  -0.048
C 4.21227 -0.01284 4.35691  -0.010
C 3.08034 0.66859 3.84593  -0.153
C 2.38986 1.60539 4.65083  -0.010
C 1.29547 2.25577 4.16543  -0.064
C 0.87754 2.02272 2.83737  -0.202
C 1.49167 1.13558 1.97303  -0.258
C 2.60737 0.41693 2.52522  -0.241
H 4.90503 -2.00979 1.72487  0.109
H 5.73980 -1.45889 4.00299  0.119
H 4.54004 0.21583 5.36318  0.125
H 2.74293 1.78749 5.65823  0.125
H 0.75819 2.95983 4.78954  0.114
H 0.02639 2.59348 2.48945  0.006
C -2.52132 1.79716 2.75552  -0.340
Se -2.23188 2.10550 0.85390  0.915
C -2.16690 4.06929 0.86080  -0.497
C -0.83957 4.70774 1.21921  -0.499
Se 0.65163 4.19954 0.04171  0.918
C 2.06601 4.85379 1.19803  -0.335
H -3.58672 1.85161 2.95719  0.038
H -1.98131 2.53761 3.33899  0.030
H -2.13983 0.80560 2.98708  0.027
H -2.92707 4.37653 1.57881  0.087
H -2.50915 4.37682 -0.12510  0.056
H -0.53170 4.47519 2.23743  0.061
H -0.92875 5.79055 1.13062  0.086
H 1.89835 5.91322 1.37007  0.044
H 3.00675 4.71781 0.67068  0.012
H 2.07039 4.29030 2.12742  0.023
C -0.24541 -6.33902 1.70565  -0.103
C -0.11873 -5.07198 2.54637  -0.260
C -0.86593 -3.87310 1.95942  -0.281
C -0.35207 -3.50351 0.56415  -0.299
Ge -1.04688 -1.84527 -0.19512  0.942
C -2.95900 -1.74343 -0.62749  -0.281
C -3.87040 -2.36737 0.42880  -0.274
C -3.79915 -1.64199 1.76898  -0.296
C -4.73351 -2.24473 2.81018  -0.088
H 0.17287 -7.19472 2.23342  0.078
H 0.28449 -6.25400 0.75554  0.067
H -1.29320 -6.56125 1.49116  0.081
H 0.93691 -4.81020 2.66781  0.109
H -0.50917 -5.26316 3.54771  0.112
H -0.75495 -3.02076 2.63637  0.104
H -1.93268 -4.10702 1.91558  0.096
H -0.60372 -4.27703 -0.16636  0.084
H 0.73746 -3.42372 0.59155  0.046
H -0.71610 -0.66262 0.83508  -0.034
H -3.06257 -2.24804 -1.59166  0.082
H -3.22439 -0.69307 -0.77554  0.054
H -3.61596 -3.42152 0.56919  0.105
H -4.90108 -2.34747 0.06520  0.122
H -4.04549 -0.58504 1.61179  0.096
H -2.76827 -1.67317 2.14388  0.074
H -5.76954 -2.19355 2.47327  0.082
H -4.66451 -1.72225 3.76371  0.075
H -4.49224 -3.29460 2.98511  0.078
Se 3.76282 2.00158 -0.96521  1.136
N 2.23134 1.71640 -1.87258  -0.350
C 2.54008 1.75399 -3.17012  -0.329
C 1.62461 1.65730 -4.25335  -0.021
C 2.10852 1.72956 -5.51969  -0.033
C 3.50256 1.89752 -5.80225  -0.041
C 4.40868 2.02118 -4.80573  0.006
C 3.94620 1.96767 -3.45549  -0.353
N 4.73302 2.12109 -2.40552  -0.192
H 0.56981 1.55329 -4.05823  0.089
H 1.41892 1.67021 -6.35208  0.119
H 3.82406 1.94259 -6.83361  0.120
H 5.46228 2.17187 -4.99318  0.129

Cartesian forces (eV/Å) of the 6 atoms listed first:
-0.39 0.05 -0.76
-0.03 -0.01 -0.04
0.01 0.01 0.01
0.02 -0.02 -0.02
0.09 0.01 0.01
-0.25 0.01 -0.04

Properties
Net charge: +2
Relative energy (zero: lowest compared OMol25 entry of this formula, charge and spin): 0.0000 eV
Calculated total energy: -369304.95759 eV
Frontier orbital gap: 6.77 eV
E_HOMO: -12.8 eV